{"formula": "C12H6BrF17N3", "method": "wB97M-V/def2-TZVPD", "elements": ["C", "H", "F", "F", "H", "F", "H", "N", "C", "F", "F", "C", "F", "H", "C", "N", "C", "Br", "F", "F", "F", "C", "F", "F", "C", "F", "C", "C", "C", "C", "N", "F", "F", "F", "C", "H", "F", "H", "F"], "positions_angstrom": [[-0.4779, 2.8883, 0.1955], [-2.1821, 2.5010, -2.0469], [0.0139, -3.3527, 1.0713], [-0.2014, 1.5917, -1.7220], [-0.9610, 3.6349, -0.4304], [3.0042, -0.5252, -0.2864], [-1.9582, 2.4016, 1.6515], [-3.7790, 1.1212, 0.2893], [1.5095, 1.2554, -0.0292], [2.1805, 0.3715, -2.0601], [0.3255, -3.3013, -1.5452], [1.2349, -3.3330, 0.5521], [0.6972, -1.2889, 2.3754], [-1.1744, 0.9917, 1.0503], [1.9661, -1.6837, 2.5209], [-4.6137, 1.0531, -0.7828], [1.8866, -0.0333, -0.8192], [-6.2686, 0.2584, -0.6734], [2.4025, -2.7588, -1.4516], [0.1884, -0.9707, -2.1021], [1.0782, 0.9739, 1.2069], [1.2416, -2.6124, -0.8340], [1.2088, 3.1827, -1.3389], [-0.2029, -0.8802, -0.0021], [0.5048, 2.2175, -0.7375], [3.4843, -2.7161, 1.0296], [0.7649, -1.1204, -0.8975], [-1.5589, 1.9558, 0.7485], [-2.7201, 1.7201, -0.1555], [2.3028, -2.9224, 1.6125], [-2.8768, 2.0305, -1.4858], [2.6541, 1.9292, 0.1245], [2.7583, -0.6657, 2.2166], [1.5453, -4.6065, 0.2343], [-4.0811, 1.5924, -1.8444], [0.0426, 3.4404, 0.9657], [2.1666, -2.0039, 3.7923], [-4.5396, 1.6405, -2.8125], [2.4341, -3.9765, 2.4205]], "energy_ha": -4896.60427, "multiplicity": 1, "charge": 1}